This record from OMol25 describes a cluster of 2 separate species, C4H8N2 in total. The level of theory is ωB97M-V with the def2-TZVPD basis set.

* LUMO: 0.82 eV
* energy: -7254.91823 eV
* spin multiplicity: 1

```
14
Properties=species:S:1:pos:R:3:forces:R:3
H 1.663 -1.600 -1.182 0.1358 -0.9076 -0.8586
C -1.634 0.060 1.257 1.9710 -1.0879 1.5542
H -1.999 -0.582 1.988 -1.0302 -0.9887 1.0393
C 1.526 0.492 0.879 -0.0371 0.7380 0.4468
N -1.554 1.370 -0.652 -2.1523 -1.8567 -0.4042
H -3.266 0.262 0.128 -2.8546 -0.3619 -1.1158
H -0.802 1.901 -0.273 0.1257 0.1864 0.3920
H 3.312 -0.788 -1.541 -1.9085 -0.8005 1.9024
C -2.275 0.454 0.216 3.4212 3.2467 -1.2876
H -2.135 1.822 -1.326 0.0942 0.4437 -0.1978
C 2.576 -1.267 -0.724 1.4142 0.9245 -1.3876
H 3.175 -2.122 -0.277 -1.0989 1.3475 0.1482
N 1.998 -0.262 0.144 1.8696 -1.2241 -0.3358
H -0.584 0.261 1.364 0.0499 0.3407 0.1046
```
Forces are in eV/Å.

Löwdin analysis output, partial charges in e: number 1, H, carries 0.066; number 2, C, carries -0.050; number 3, H, carries 0.029; number 4, C, carries 0.019; number 5, N, carries 0.027; number 6, H, carries 0.065; number 7, H, carries 0.050; number 8, H, carries 0.127; number 9, C, carries -0.247; number 10, H, carries 0.052; number 11, C, carries -0.102; number 12, H, carries 0.098; number 13, N, carries -0.104; number 14, H, carries -0.032

=====

This record from OMol25 describes the molecule C15H16N2OS2. The level of theory is ωB97M-V with the def2-TZVPD basis set.

* SMILES string: Cc1ccccc1CSCC(=O)N/N=C/c1cccs1
* LUMO: 0.26 eV
* energy: -42512.34165 eV
* spin multiplicity: 1

```
36
Properties=species:S:1:pos:R:3:forces:R:3
H -3.131 -2.139 1.804 0.1010 -0.1356 0.1496
H 3.338 -1.615 -1.845 -0.0229 -0.0995 -0.0330
H -0.023 0.111 3.116 -0.0257 -0.0462 0.1058
C -4.681 -0.081 -0.286 0.2534 -0.0198 -0.1024
C 0.163 0.580 2.162 -0.1054 0.0655 0.0380
C -2.476 -1.130 0.015 -1.0248 0.4236 -0.1900
O 1.432 -2.651 0.602 -0.1423 -0.0731 0.2231
C 1.409 0.465 1.573 0.0368 0.0368 0.0003
H 3.774 -2.755 -0.537 -0.1087 -0.0197 -0.0802
H 2.991 0.930 -1.372 0.0032 0.1450 -0.0083
S 4.005 -0.541 0.208 0.0422 0.0210 -0.2033
H 1.066 1.710 -2.416 0.0544 -0.0245 -0.1398
H -1.811 1.390 1.973 -0.1002 -0.0019 0.0214
C 1.767 -2.025 -0.377 0.1198 -0.1125 -0.3160
H -5.468 -1.029 1.480 -0.1559 -0.0041 0.0849
N 0.904 -1.378 -1.217 0.2525 -0.0710 -0.3475
H 3.664 1.765 0.033 0.0302 0.0170 -0.1551
C 0.910 2.446 -1.627 -0.0042 -0.0386 0.0974
C -4.634 -0.877 0.817 -0.3253 0.2382 -0.1369
C 1.672 1.047 0.340 -0.1440 0.0732 0.1520
H -0.733 -2.174 0.703 0.1573 0.0349 -0.1109
S -3.190 -0.046 -1.136 -0.1041 -0.3187 0.4421
H 1.787 3.091 -1.585 0.0516 0.0532 -0.1098
C 3.036 0.927 -0.283 0.3361 -0.4441 0.0965
H 2.187 -0.095 2.070 0.0144 -0.0701 0.0031
H -5.512 0.490 -0.652 -0.2006 0.1019 -0.0474
C -3.375 -1.477 0.993 0.5894 -0.0079 -0.3170
C -1.110 -1.533 -0.089 0.9541 -0.4498 0.1524
N -0.414 -1.106 -1.071 -0.5605 0.1413 -0.0592
H 1.277 -0.909 -2.032 0.0053 -0.1764 0.2968
H -1.351 2.451 -0.195 -0.0776 0.0554 -0.0555
C 0.670 1.778 -0.305 -0.0274 0.0400 0.1404
C 3.215 -1.855 -0.788 0.1696 0.4732 0.3070
C -0.573 1.891 0.303 0.0408 0.0584 0.0359
H 0.050 3.050 -1.903 -0.0253 0.0495 -0.0614
C -0.833 1.296 1.524 -0.0573 0.0853 0.1269
```
Forces are in eV/Å.

Löwdin analysis output, partial charges in e: number 1, H, carries 0.114; number 2, H, carries 0.077; number 3, H, carries 0.107; number 4, C, carries -0.409; number 5, C, carries -0.076; number 6, C, carries -0.520; number 7, O, carries 0.067; number 8, C, carries -0.070; number 9, H, carries 0.083; number 10, H, carries 0.070; number 11, S, carries 0.897; number 12, H, carries 0.077; number 13, H, carries 0.107; number 14, C, carries -0.544; number 15, H, carries 0.100; number 16, N, carries 0.044; number 17, H, carries 0.088; number 18, C, carries -0.040; number 19, C, carries -0.189; number 20, C, carries -0.267; number 21, H, carries 0.123; number 22, S, carries 1.039; number 23, H, carries 0.085; number 24, C, carries -0.417; number 25, H, carries 0.088; number 26, H, carries 0.059; number 27, C, carries -0.124; number 28, C, carries -0.172; number 29, N, carries 0.071; number 30, H, carries 0.137; number 31, H, carries 0.102; number 32, C, carries -0.248; number 33, C, carries -0.371; number 34, C, carries -0.069; number 35, H, carries 0.078; number 36, C, carries -0.096

=====

This record from OMol25 describes a structure of composition C26H43BrN6P2Pt. The level of theory is ωB97M-V with the def2-TZVPD basis set.

* net charge: +4
* LUMO (alpha / beta): -12.61 / -15.09 eV
* energy: -128418.68540 eV
* <S²>: 6.108
* spin multiplicity: 5

```
79
Properties=species:S:1:pos:R:3:forces:R:3
C -5.021 -1.083 4.822 0.2384 -0.6696 1.7050
C -2.139 -1.850 1.535 0.0803 -0.0505 0.2176
H 0.467 -2.376 1.464 0.0216 -0.1922 -0.1975
C 4.555 0.810 -4.224 0.5567 0.6352 -0.4228
H 4.129 0.877 -5.232 0.1277 0.0357 0.1945
H -1.787 -2.565 -3.961 -0.0751 0.1954 0.2564
H -0.789 2.284 3.911 0.1075 -0.1268 0.1675
C 3.648 -0.065 -3.380 -1.2354 -0.4238 -0.2672
C -3.401 2.203 -0.023 -0.6051 0.7100 1.3109
C -1.702 -1.916 -3.079 -0.0216 -0.0294 -0.2308
H 0.495 1.587 4.803 -0.0915 -0.0472 0.0725
C 4.802 2.944 -1.520 0.5549 0.3706 -0.2948
C -1.022 2.525 0.009 -1.5292 1.2191 -0.2106
H -0.168 -3.610 0.387 0.0751 0.2478 -0.0299
H 5.703 2.322 -1.527 -0.2276 0.2041 -0.0095
Pt 0.781 0.495 -1.212 -0.4466 1.1108 -1.6485
H -1.969 -0.052 0.355 0.0276 -0.6645 0.0859
H -7.295 -1.915 2.604 0.1458 0.0169 0.1374
H 2.188 -2.963 -0.972 -0.0486 -0.1270 0.0456
C 1.719 -0.012 1.700 -0.2798 0.4305 0.3916
C -2.079 1.266 -1.794 -0.9617 0.4574 0.4430
H 2.651 2.771 -1.285 0.3557 -0.0063 0.0457
P 3.253 0.490 -1.656 2.0144 0.0570 -0.2737
H 4.140 -1.609 -0.944 0.0437 0.2512 0.0213
H -1.070 -3.480 -1.710 0.0798 0.1551 -0.0852
H -3.182 -1.682 1.829 0.2054 -0.2044 -0.0644
H 6.352 0.387 -0.371 -0.1799 -0.0619 -0.1358
H -2.389 3.591 1.322 0.0677 -0.2113 -0.2989
C -4.340 -0.039 4.179 -0.9502 -0.0920 -0.8277
H 4.236 -0.426 0.358 0.2436 -0.0509 -0.2069
N -6.056 -1.711 4.262 2.1034 3.1145 -2.0693
C -4.788 0.387 2.897 -0.6642 -0.7495 0.6068
H -2.698 -1.813 -2.630 0.2040 -0.0440 -0.1882
N -0.056 1.250 1.684 1.4802 -1.8657 1.7914
H -3.498 0.441 4.673 -0.3036 -0.2063 0.1283
H 6.044 0.023 -2.075 0.0241 -0.1101 0.1463
H -1.364 -0.936 -3.429 -0.0039 -0.2110 -0.1072
C -4.448 1.795 0.879 -0.1001 0.3384 -0.9342
H -4.244 1.552 -1.946 0.2981 -0.1205 0.2165
H 2.667 -0.120 -3.874 0.6768 -0.2780 0.2545
C -2.278 2.884 0.495 1.9254 -0.2071 -0.1767
H 4.981 3.786 -0.841 -0.0340 -0.2025 -0.0666
H -1.945 -2.928 1.478 -0.2236 0.3275 0.1773
H -0.110 3.024 0.315 -0.2838 0.0378 0.0503
C 4.418 -0.571 -0.716 -1.1918 -0.7028 0.9183
C 0.510 -2.746 0.430 -0.0855 0.2792 0.5224
C -0.968 1.482 -0.942 -0.1346 1.0811 -1.3033
H -6.194 -0.101 1.304 -0.1919 -0.4051 0.4011
H -5.436 1.597 0.471 0.2680 -0.5195 -0.1468
C -1.891 -1.147 0.210 -0.1595 0.6111 -0.2643
N 0.351 0.986 2.931 2.4471 0.1255 -2.1465
C -0.700 -2.523 -2.106 0.0711 -0.0052 -0.0171
H -1.508 -1.410 2.320 -0.0819 -0.2634 -0.0789
N 1.507 0.238 2.977 -1.7450 0.7557 -0.4037
H -3.354 2.003 2.734 -0.0687 -0.5236 -0.6215
N 0.166 1.942 3.910 -0.4066 -0.2290 0.1086
H 2.663 -2.695 0.716 -0.0691 -0.0784 -0.1527
H 4.651 3.377 -2.512 0.0700 -0.1372 0.1753
N 0.798 0.586 0.890 0.5790 0.1224 2.4209
H 5.560 0.381 -4.329 -0.2414 0.1694 0.1745
P -0.292 -1.503 -0.644 -0.7536 -1.9402 -0.2976
H -1.918 0.780 -2.752 -0.3568 0.1001 0.2652
C 5.890 -0.334 -1.052 0.6071 0.3717 -0.3112
C -5.838 -0.344 2.304 0.2201 -0.1318 1.0275
H 4.647 1.832 -3.838 0.0344 -0.3190 -0.2733
H 3.584 2.114 0.060 -0.0395 -0.2668 -0.3095
H 2.026 -4.256 0.228 0.0804 0.2659 -0.1093
H 2.580 -0.582 1.366 -0.4308 0.0489 -0.0085
C -3.337 1.693 -1.349 0.7821 -0.9162 -0.9533
H -4.726 -1.393 5.832 -0.0856 0.0239 -0.2698
C 3.564 2.203 -1.041 -0.9249 0.0119 0.0038
Br 0.890 1.433 -3.558 -0.5670 -0.2331 1.4606
C 1.924 -3.176 0.068 0.3872 -0.1833 -0.0004
H 6.446 -1.274 -0.958 -0.2355 0.1203 0.0155
H -2.667 -1.398 -0.526 0.1271 0.0053 0.1526
C -6.448 -1.376 3.038 -1.5343 -0.9370 -0.5741
H 0.256 -2.730 -2.609 -0.1820 -0.0063 0.0837
C -4.144 1.467 2.180 0.3910 0.5197 0.4835
H 4.017 -1.097 -3.312 0.0290 0.2235 0.3084
```
Forces are in eV/Å.

Löwdin analysis output, partial charges in e: number 1, C, carries 0.012; number 2, C, carries -0.110; number 3, H, carries 0.075; number 4, C, carries -0.098; number 5, H, carries 0.101; number 6, H, carries 0.107; number 7, H, carries 0.109; number 8, C, carries -0.423; number 9, C, carries -0.158; number 10, C, carries -0.122; number 11, H, carries 0.135; number 12, C, carries -0.100; number 13, C, carries -0.082; number 14, H, carries 0.102; number 15, H, carries 0.076; number 16, Pt, carries 0.759; number 17, H, carries 0.037; number 18, H, carries 0.174; number 19, H, carries 0.065; number 20, C, carries -0.167; number 21, C, carries -0.079; number 22, H, carries 0.054; number 23, P, carries 0.921; number 24, H, carries 0.074; number 25, H, carries 0.112; number 26, H, carries 0.064; number 27, H, carries 0.097; number 28, H, carries 0.154; number 29, C, carries 0.056; number 30, H, carries 0.066; number 31, N, carries 0.333; number 32, C, carries -0.175; number 33, H, carries 0.077; number 34, N, carries 0.079; number 35, H, carries 0.138; number 36, H, carries 0.069; number 37, H, carries 0.034; number 38, C, carries 0.058; number 39, H, carries 0.161; number 40, H, carries -0.035; number 41, C, carries 0.021; number 42, H, carries 0.106; number 43, H, carries 0.089; number 44, H, carries 0.128; number 45, C, carries -0.371; number 46, C, carries -0.375; number 47, C, carries -0.336; number 48, H, carries 0.136; number 49, H, carries 0.143; number 50, C, carries -0.347; number 51, N, carries -0.180; number 52, C, carries -0.352; number 53, H, carries 0.072; number 54, N, carries 0.202; number 55, H, carries 0.136; number 56, N, carries 0.176; number 57, H, carries 0.064; number 58, H, carries 0.085; number 59, N, carries -0.167; number 60, H, carries 0.100; number 61, P, carries 0.874; number 62, H, carries 0.075; number 63, C, carries -0.082; number 64, C, carries 0.055; number 65, H, carries 0.059; number 66, H, carries 0.092; number 67, H, carries 0.107; number 68, H, carries 0.098; number 69, C, carries 0.079; number 70, H, carries 0.172; number 71, C, carries -0.380; number 72, Br, carries 0.401; number 73, C, carries -0.110; number 74, H, carries 0.111; number 75, H, carries 0.091; number 76, C, carries 0.018; number 77, H, carries 0.100; number 78, C, carries 0.046; number 79, H, carries 0.105

=====

Energy above the lowest of the compared OMol25 structures with the same formula, charge and spin in kcal/mol, matching the order above: 68.2; 25.3; 31.9